{"formula": "C2H7N6O2", "method": "the ωB97M-V functional and the def2-TZVPD basis", "energy_ha": -558.79475, "orbital_gap_ev": [7.36, 7.24], "lumo_energy_ev": [-5.43, -5.44], "homo_energy_ev": [-12.79, -12.68], "total_charge": 1, "symbols": ["C", "C", "N", "N", "N", "N", "N", "N", "O", "O", "H", "H", "H", "H", "H", "H", "H"], "positions_angstrom": [[1.68909, 1.07510, -0.94371], [0.51064, 0.47937, 1.17122], [-1.55650, -0.51478, 0.13132], [-2.15535, 0.51345, -0.09804], [0.28766, -1.68349, 0.18504], [-0.25475, -2.46737, -0.58345], [-0.34183, -0.59856, 0.61402], [-3.21899, 0.91454, -0.19006], [-3.96139, 1.71699, -0.59425], [1.72408, 0.48040, 0.48177], [0.94809, 0.69017, -1.67105], [2.74189, 0.96178, -1.06098], [1.45539, 2.06915, -0.79283], [0.83454, 0.16668, 2.11526], [-0.11223, 1.31543, 1.31592], [1.24258, -1.71085, 0.49628], [0.16707, -3.40802, -0.57648]], "forces_ev_per_a": [[0.1, -1.6, 2.3], [1.6, -1.8, -0.8], [-0.7, -4.7, -0.8], [2.8, 2.0, 0.1], [-0.3, 0.5, 0.2], [-1.1, -1.6, -0.3], [1.0, 1.2, 0.2], [-2.3, 1.1, 1.3], [-1.4, 0.8, -1.3], [-1.6, 1.0, -1.9], [0.7, -0.7, 0.6], [0.5, -0.1, -1.5], [-0.3, 2.3, 0.2], [0.1, -0.5, 1.8], [-0.5, 1.6, -0.6], [0.9, -0.2, 0.7], [0.6, 0.7, -0.3]]}